Entry 1:
Molecular formula: C6H26BF4NO6
Method: DFT, ωB97M-V/def2-TZVPD

The geometry in XYZ format:
```
44
Properties=species:S:1:pos:R:3
O 1.57917 -2.91773 2.79520
H 0.71678 -3.18608 3.12060
H 1.58825 -1.96910 2.64814
H 1.78441 -3.37949 1.97896
O -0.88074 -0.71495 0.41366
H -0.27629 -0.39716 1.08838
H -1.73447 -0.94388 0.78828
H -1.03652 -0.05819 -0.26898
C 3.05870 0.21629 2.43060
C 1.61895 0.78908 2.34331
O 0.75850 -0.21242 2.74549
H 3.28870 -0.50878 3.21128
H 3.73758 1.02566 2.69921
H 3.44064 -0.13199 1.47095
H 1.44089 1.35682 1.43003
H 1.64981 1.62458 3.04266
B 1.62817 -3.32351 -0.11407
F 0.55807 -3.91878 0.45035
F 1.54182 -2.03465 0.43427
F 2.83003 -3.90280 0.28962
F 1.45270 -3.38857 -1.50369
C -1.72669 4.01392 -1.64327
C -1.61721 2.49477 -1.39087
C -0.24546 1.94850 -1.85108
O -0.06479 0.53386 -1.51437
C 0.92711 -0.11225 -2.24713
N -1.73326 2.37670 0.03654
H -2.64423 4.29663 -1.12722
H -1.80987 4.36117 -2.67312
H -0.88502 4.58071 -1.24523
H -2.41585 2.00208 -1.94543
H 0.59559 2.48290 -1.40930
H -0.13036 2.05231 -2.93001
H 0.82044 0.08358 -3.31408
H 0.86931 -1.18411 -2.05774
H 1.95107 0.11981 -1.95432
H -2.69998 2.52971 0.28585
H -1.06775 2.95013 0.53491
O -2.79777 -2.25056 1.26393
H -3.54352 -2.83337 1.12101
H -2.40356 -2.56074 2.07917
O -2.88693 -0.91846 -2.96804
H -3.23355 -0.41676 -3.70587
H -2.00297 -0.57490 -2.83837
```

For the relative energy (zero: lowest compared OMol25 entry of this formula, charge and spin), the calculation gives 31.4 kcal per mole.

Entry 2:
Molecular formula: H21O10
Method: DFT, ωB97M-V/def2-TZVPD

The geometry in XYZ format:
```
31
Properties=species:S:1:pos:R:3
O 2.02917 -0.46330 -0.39926
H 2.87648 -1.13458 -0.13525
H -0.12946 -0.56656 -3.64404
O 0.06760 -1.28358 -3.01469
H 0.66247 3.34148 1.48386
H -1.74694 -0.23398 2.04207
O -2.01162 -1.16263 1.94897
H 1.24654 -0.89008 -0.04189
H -2.49277 -1.46397 2.73057
O -2.45102 1.92054 -1.45788
H -2.69492 2.41788 -0.53884
H -1.59542 2.38153 -1.41013
O -1.92168 -1.44718 -1.85393
H 2.57416 2.30065 2.34470
H -2.43045 -0.54376 -2.01833
O -0.07010 -2.82330 -0.75366
H -0.71692 -3.39922 -0.47037
H -1.68567 -1.34982 -0.99552
O 0.33671 3.71484 0.62108
H 0.47304 -3.40318 -1.35660
H 1.27263 4.02493 0.16981
O 0.06419 1.22233 0.39485
H 0.74036 1.41063 -0.16160
H 0.77275 -0.79312 -2.41933
O 1.87918 -1.65025 1.89639
H -0.98919 -1.61581 -2.34656
O 1.67303 2.21617 2.12367
H 1.41302 1.29588 1.97131
H -0.30495 1.94356 0.81253
H 2.06139 -2.59172 2.24967
H 1.09839 -1.37438 2.22839
```

For the relative energy (zero: lowest compared OMol25 entry of this formula, charge and spin), the calculation gives 92.6 kcal per mole. As for the charge: +1.

Entry 3:
Molecular formula: C3H11NO2
Method: DFT, ωB97M-V/def2-TZVPD

The geometry in XYZ format:
```
17
Properties=species:S:1:pos:R:3
C -1.48667 0.33780 1.81782
O -0.32700 0.11113 1.07179
C 0.42850 1.31350 0.60583
N 1.74331 0.90106 0.30383
H -2.27038 0.81135 1.20971
H -1.28728 0.97623 2.68976
H -1.84133 -0.63059 2.16317
H -0.05163 1.75858 -0.27699
H 0.43260 2.01539 1.45304
H 2.08968 0.32642 1.07056
H 1.75817 0.33112 -0.53810
C -0.17940 -1.41012 -1.73785
O 1.14315 -0.98254 -2.00679
H -0.25369 -2.50240 -1.74689
H -0.88584 -0.99832 -2.46665
H -0.42505 -1.04783 -0.74128
H 1.41284 -1.31077 -2.87097
```

For the relative energy (zero: lowest compared OMol25 entry of this formula, charge and spin), the calculation gives 24.6 kcal per mole. Its SMILES is COCN.CO.

Entry 4:
Molecular formula: C14H44N2O10
Method: DFT, ωB97M-V/def2-TZVPD

The geometry in XYZ format:
```
70
Properties=species:S:1:pos:R:3
O 0.05679 1.16789 -1.62085
H 0.11209 1.14110 -0.66282
H -0.29767 2.02769 -1.85895
H 0.90317 1.05739 -2.06021
O 0.36964 0.98451 0.36221
H -0.37198 0.34900 0.38737
C 0.99757 -4.30005 -0.58906
C 0.89100 -2.93857 0.07687
C 2.17110 -2.16508 -0.18374
O 3.16276 -2.66712 0.71019
C 4.31406 -1.90777 0.56990
N -0.26681 -2.29145 -0.41108
H 1.16046 -4.19053 -1.66124
H 0.30776 -5.10446 -0.33372
H 1.88899 -4.81329 -0.22842
H 0.79602 -3.13878 1.14411
H 2.01435 -1.09696 -0.03322
H 2.33495 -2.24667 -1.25826
H 4.60409 -1.57192 -0.42569
H 5.18019 -2.40129 1.01078
H 4.16487 -0.99698 1.14981
H -0.42734 -1.55244 0.25840
H -1.11249 -2.80781 -0.21533
C -5.03824 0.21011 -2.60049
C -5.08948 -0.81061 -1.44614
C -3.62314 -1.08858 -0.85330
O -3.04820 0.13734 -0.41739
C -1.63180 0.09778 -0.38250
N -6.12154 -0.33860 -0.54659
H -5.96826 0.11265 -3.16056
H -4.15338 -0.00850 -3.19826
H -4.87087 1.20188 -2.18039
H -5.36944 -1.80243 -1.80110
H -3.13293 -1.61602 -1.67160
H -3.82945 -1.72625 0.00630
H -1.13505 0.97052 0.04137
H -1.23366 -0.08945 -1.37976
H -1.38269 -0.70963 0.30607
H -6.36632 -0.97842 0.19558
H -5.63150 0.50246 -0.27719
C 2.79289 1.25369 -0.65295
C 2.76420 2.28263 -1.80977
O 1.45242 2.86428 -1.99041
O 2.00875 0.11674 -0.84107
H 2.50268 1.68808 0.30372
H 3.80413 0.91274 -0.43101
H 3.08080 1.83808 -2.75331
H 3.37495 3.15976 -1.59595
H 1.46231 3.46668 -2.73782
H 1.39081 0.05794 -0.10875
C 0.31152 3.28612 1.94263
C -1.22069 3.17453 1.81168
O -1.53497 1.86481 1.58270
O 0.87611 3.09630 0.69565
H 0.68682 2.54306 2.64626
H 0.59841 4.26933 2.31557
H -1.64920 3.74633 0.98856
H -1.74507 3.50512 2.70825
H -0.90301 1.41820 1.01457
H 0.93335 2.15277 0.52809
C 1.38393 -1.01744 2.22071
C 1.71160 0.28791 2.75471
O 1.97400 1.23399 1.70839
O 0.21945 -1.02914 1.42681
H 1.23748 -1.63414 3.10746
H 2.26804 -1.26683 1.63399
H 2.56902 0.33969 3.42569
H 0.90543 0.78993 3.28966
H 1.16047 1.25631 1.19921
H 0.25572 -0.25817 0.85595
```

For the relative energy (zero: lowest compared OMol25 entry of this formula, charge and spin), the calculation gives 464.0 kcal per mole.

Entry 5:
Molecular formula: C21H22NO4P
Method: DFT, ωB97M-V/def2-TZVPD

The geometry in XYZ format:
```
49
Properties=species:S:1:pos:R:3
C -4.66649 -2.37485 2.44080
C -3.56614 -1.63425 1.69314
C -2.28935 -2.47366 1.61816
O -1.23024 -1.80439 0.96786
C -1.23670 -1.69036 -0.40159
C -2.14200 -2.28672 -1.26250
C -2.03064 -2.10031 -2.63326
C -1.01558 -1.32192 -3.15108
C -0.09613 -0.72662 -2.30166
C -0.19920 -0.89965 -0.93234
N 0.71869 -0.34119 -0.03922
P 1.57976 1.08474 -0.21934
O 1.90222 1.51070 -1.57650
O 2.79726 0.88798 0.79744
C 3.90147 0.12835 0.49060
C 3.92128 -0.77272 -0.56138
C 5.06298 -1.51861 -0.80112
C 6.17806 -1.37333 0.00559
C 6.15171 -0.47343 1.05833
C 5.01825 0.27951 1.30379
O 0.85870 2.18261 0.71127
C -0.16136 2.97754 0.24854
C -0.98595 2.59576 -0.79774
C -2.01492 3.43158 -1.19768
C -2.22718 4.63908 -0.55592
C -1.40293 5.01401 0.49245
C -0.36982 4.18901 0.89685
H -4.91339 -3.30655 1.93614
H -5.56416 -1.76453 2.49286
H -4.34973 -2.60892 3.45462
H -3.33537 -0.69521 2.20030
H -3.90115 -1.38960 0.68329
H -2.48820 -3.44191 1.14257
H -1.91234 -2.66244 2.62798
H -2.94320 -2.90073 -0.88299
H -2.74779 -2.57040 -3.28876
H -0.92958 -1.17470 -4.21631
H 0.69994 -0.11563 -2.69303
H 0.51093 -0.57860 0.92257
H 3.04736 -0.87682 -1.18537
H 5.07649 -2.21675 -1.62443
H 7.06528 -1.95765 -0.18546
H 7.01823 -0.35370 1.69114
H 4.98117 0.98823 2.11615
H -0.81387 1.65474 -1.29871
H -2.65113 3.13186 -2.01674
H -3.03008 5.28738 -0.87242
H -1.56088 5.95587 0.99609
H 0.28575 4.46722 1.70701
```

For the relative energy (zero: lowest compared OMol25 entry of this formula, charge and spin), the calculation gives 0.0 kcal per mole. Its SMILES is CCCOc1ccccc1NP(=O)(Oc1ccccc1)Oc1ccccc1.

Entry 6:
Molecular formula: C4H7NOS
Method: DFT, ωB97M-V/def2-TZVPD

The geometry in XYZ format:
```
14
Properties=species:S:1:pos:R:3
O -1.78992 -1.71677 -0.12327
C -2.13873 -0.29853 -0.03022
C -0.90769 0.56311 -0.04483
C 0.31200 0.04321 -0.08488
N 1.49847 0.75977 -0.02107
C 2.76079 0.33972 -0.02846
S 3.28946 -1.20022 -0.04847
H -1.64572 -1.95246 0.82201
H -2.68967 -0.02821 -0.97961
H -2.80017 -0.05140 0.77080
H -1.09410 1.62266 -0.02435
H 0.41837 -1.03026 -0.22532
H 1.32491 1.75895 0.03806
H 3.46201 1.19045 -0.02038
```

For the relative energy (zero: lowest compared OMol25 entry of this formula, charge and spin), the calculation gives 32.2 kcal per mole. Its SMILES is OC/C=C/NC=S.

Entry 7:
Molecular formula: C3H18NO4
Method: DFT, ωB97M-V/def2-TZVPD

The geometry in XYZ format:
```
26
Properties=species:S:1:pos:R:3
C -0.50008 -0.61936 -0.37525
C 0.22771 -0.49747 -1.75753
C 0.26458 -1.86194 -2.42910
N -0.61122 0.76213 0.23298
H -1.50614 -1.02247 -0.47854
H 0.12239 -1.19673 0.30647
H 1.18480 -0.13992 -1.37433
H -0.36538 0.23371 -2.30257
H -0.70833 -2.04758 -2.90255
H 0.95579 -1.83929 -3.27022
H 0.42129 -2.70440 -1.75849
H -0.85082 1.51811 -0.39695
H -1.23626 0.69658 1.04813
H 0.32433 0.91791 0.61492
H 2.92956 1.56153 0.89576
H 3.22280 1.31952 -0.42967
O 2.41302 1.44196 0.08523
H -2.77985 1.17356 2.78153
H -1.60496 1.15613 3.72677
O -1.82919 1.08900 2.79278
H -4.30668 1.16525 -0.17658
H -3.53885 2.53313 0.12621
O -3.45072 1.61753 -0.07163
H 4.22652 -2.54295 1.21978
H 3.71078 -2.34418 -0.17061
O 3.40725 -2.36499 0.74282
```

For the relative energy (zero: lowest compared OMol25 entry of this formula, charge and spin), the calculation gives 23.9 kcal per mole. As for the charge: +1.

Entry 8:
Molecular formula: C12H17Cl2InNS
Method: DFT, ωB97M-V/def2-TZVPD

The geometry in XYZ format:
```
34
Properties=species:S:1:pos:R:3
In 0.94916 -0.69554 -0.03143
Cl 0.92739 -3.03422 -0.44902
Cl 1.84770 1.14017 1.22581
C 2.33333 -0.35695 -1.60343
H 2.97819 0.50518 -1.40238
H 2.82469 -1.24255 -2.00647
C -0.05184 0.56187 -1.73728
C 1.06107 0.10421 -2.51367
H 0.13555 1.47403 -1.14894
C 0.72931 -1.03581 -3.51573
H 1.45759 0.94422 -3.11482
C -0.50292 -0.67544 -4.33548
H 1.59704 -1.17894 -4.17250
H 0.56367 -1.97273 -2.95865
C -1.72698 -0.47968 -3.44110
H -0.28650 0.25034 -4.88083
H -0.69009 -1.45687 -5.08116
C -1.46969 0.41731 -2.19603
H -2.54556 -0.03808 -4.02726
H -2.07532 -1.46454 -3.10196
H -1.85729 1.42579 -2.43133
H -2.11607 0.05531 -1.37481
S -0.28139 -1.61908 2.42697
C -0.24278 -0.43758 3.62673
N -1.45215 -0.02059 4.14549
C -1.57259 0.99044 5.05507
C -0.44060 1.66558 5.46964
C 0.81475 1.24753 4.99998
C 0.91596 0.15539 4.14806
H -2.28499 -0.50145 3.80406
H -2.58034 1.19873 5.39919
H -0.53608 2.50067 6.15859
H 1.71322 1.78285 5.29492
H 1.86456 -0.20959 3.76979
```

For the relative energy (zero: lowest compared OMol25 entry of this formula, charge and spin), the calculation gives 0.0 kcal per mole. As for the charge: -1.

Quick rundown of max |F|, same order as above: 0.0679; 0.1260; 0.0294; 0.2095; 0.0181; 0.0589; 0.0537; 0.0841 Eh/bohr
Quick rundown of HOMO-LUMO gap, same order as above: 7.34; 10.31; 10.31; 8.86; 9.01; 8.97; 11.62; 5.19 eV